C23H17AsN10O2S6SeSn | ωB97M-V with the def2-TZVPD basis set

The value obtained for the energy relative to the best compared isomer or geometry (same formula, charge and spin) is 1.302 eV. As for the total charge: -2. Its spin multiplicity is 1. The HOMO energy comes out at -0.959 eV. The total energy is -8825.5479 Eh. The calculation puts the LUMO energy at 3.126 eV.

Each line ends with the Mulliken charge.
Positions of all 61 atoms, in Å:
1 Sn -0.8901 -0.5135 -0.0476  0.936
2 O 3.5586 -0.9487 -1.3914  -0.692
3 C 2.7688 -0.0219 -1.2264  0.057
4 N 1.6208 0.2797 -1.9001  -0.217
5 C 1.2213 -0.4640 -2.9528  -0.573
6 O 1.8808 -1.3220 -3.5709  -0.746
7 C -0.1981 -0.2425 -3.4261  0.968
8 C -0.5143 -0.6696 -4.7107  -0.876
9 C -1.8288 -0.6054 -5.1472  -0.302
10 C -2.7878 -0.0873 -4.2978  -0.881
11 C -2.3895 0.3601 -3.0463  -0.219
12 N -1.1349 0.2658 -2.6046  0.199
13 C 3.0660 0.9016 -0.0595  0.211
14 C 4.3811 1.0242 0.3870  -0.571
15 C 4.6340 1.7882 1.5110  -0.365
16 C 3.5675 2.3862 2.1720  -0.780
17 C 2.2942 2.2046 1.6542  -0.129
18 N 2.0512 1.4958 0.5564  0.498
19 H 0.2768 -1.0624 -5.3335  0.467
20 H -2.0945 -0.9642 -6.1348  0.395
21 H -3.8364 -0.0487 -4.5589  0.398
22 H -3.1136 0.7895 -2.3565  0.490
23 H 5.1689 0.5131 -0.1487  0.484
24 H 5.6477 1.9124 1.8739  0.395
25 H 3.7216 2.9737 3.0680  0.416
26 H 1.4233 2.6498 2.1282  0.156
27 N 0.6045 2.9427 -1.2202  -0.324
28 C -0.1489 3.1293 -0.1062  0.024
29 N -0.7831 2.1925 0.5160  0.966
30 C -1.4564 2.6482 1.6247  -0.654
31 C -1.3508 3.9823 1.8480  -0.147
32 S -0.3771 4.7179 0.6189  -0.323
33 C -2.1731 1.6905 2.4711  -0.337
34 C -3.0036 2.0246 3.4843  -0.522
35 S -3.7318 0.6140 4.1513  -0.243
36 C -2.8387 -0.3576 3.0052  0.252
37 N -2.0444 0.3308 2.2425  0.321
38 N -2.9624 -1.7106 2.9973  -0.466
39 H 0.8458 1.9580 -1.3952  0.193
40 H 1.3149 3.6242 -1.4135  0.305
41 H -1.7793 4.5791 2.6357  0.428
42 H -3.3002 3.0080 3.8088  0.363
43 H -3.9080 -2.0097 3.1969  0.264
44 H -2.6365 -2.1058 2.1174  0.168
45 S -5.8911 -1.3517 1.4666  -0.665
46 As -4.7586 -0.7264 -0.2338  0.478
47 S -2.9042 -2.0429 -0.3384  -0.510
48 S -4.0741 1.2995 -0.0864  -0.469
49 S -5.8050 -1.0447 -2.0613  -0.652
50 Se 1.3521 -3.5393 -2.2758  0.413
51 N 2.4836 -4.3472 -1.2220  -0.925
52 C 2.3013 -3.8264 0.0013  0.614
53 C 3.0618 -4.0855 1.1537  -0.646
54 C 2.7186 -3.4235 2.3048  -0.559
55 C 1.6168 -2.5430 2.3209  -0.434
56 N 0.8632 -2.2886 1.2777  -0.249
57 C 1.2095 -2.9022 0.1221  0.634
58 N 0.5370 -2.6522 -1.0125  -0.275
59 H 3.8879 -4.7841 1.1201  0.446
60 H 3.2879 -3.5795 3.2121  0.370
61 H 1.3475 -2.0152 3.2305  0.437